C29H37BrN2O4PS2 | wB97M-V/def2-TZVPD

Geometry (Å):
C -4.5594 -1.5703 -0.7761
C -3.7892 -1.1833 -2.0582
C -2.7270 -2.2093 -2.4994
C -1.8078 -2.7020 -1.3634
C -0.6234 -3.4608 -1.9997
C 0.2939 -4.1596 -0.9762
C 0.9657 -3.1867 0.0336
C 2.5053 -3.1337 -0.0433
C 3.0952 -1.9584 -0.8668
C 3.2941 -0.6694 -0.0230
N 1.9828 -0.2276 0.5195
C 2.0371 0.1464 1.9039
C 1.8794 -0.8647 2.8254
C 1.8820 -0.6623 4.1900
C 1.6637 -1.8103 5.1500
C 0.1182 -2.0284 5.3818
O -0.2499 -1.5621 6.6508
C 2.0877 0.6470 4.6272
Br 2.1623 1.0744 6.4910
C 2.2543 1.6577 3.7185
C 2.2461 1.4281 2.3622
S 2.4614 2.7184 1.1546
C 1.4225 2.1142 -0.1685
C 1.3367 0.7408 -0.3128
C 0.5763 0.2427 -1.3601
C -0.0751 1.0833 -2.2255
C 0.0206 2.4478 -2.0670
C -0.7101 3.2602 -3.1205
C -2.0893 3.1725 -3.1291
C -2.8160 3.8592 -4.1014
C -2.0349 4.5865 -4.9993
C -0.6654 4.6087 -4.8464
N 0.0768 3.9738 -3.9347
C 0.7576 3.0100 -1.0329
P 0.8877 4.8043 -0.7897
O 2.3926 5.1648 -1.2201
O -0.0666 5.6462 -1.7799
S 0.4977 5.4123 1.0134
H -4.7792 -2.6411 -0.7018
H -5.5348 -1.0644 -0.8019
H -4.0388 -1.2036 0.1148
H -3.3941 -0.1652 -1.9420
H -4.5309 -1.1257 -2.8707
H -2.0843 -1.7182 -3.2501
H -3.2461 -3.0282 -3.0148
H -2.4031 -3.3799 -0.7390
H -1.4413 -1.8422 -0.7898
H -0.0489 -2.8149 -2.6816
H -1.0755 -4.2368 -2.6400
H 1.0415 -4.7419 -1.5322
H -0.3393 -4.8577 -0.4116
H 0.4833 -2.2140 -0.0558
H 0.7089 -3.5519 1.0386
H 2.8479 -4.0726 -0.5023
H 2.9722 -3.0961 0.9497
H 2.5088 -1.7245 -1.7631
H 4.1004 -2.2732 -1.1902
H 3.7260 0.0940 -0.6899
H 4.0137 -0.8720 0.7760
H 1.7440 -1.8812 2.4599
H 2.0746 -1.5765 6.1350
H 2.1498 -2.7155 4.7632
H -0.4199 -1.5084 4.5799
H -0.0857 -3.1117 5.3816
H -0.8262 -0.7726 6.5413
H 2.4116 2.6604 4.1109
H 0.4949 -0.8230 -1.5428
H -0.6576 0.6469 -3.0332
H -2.6005 2.5715 -2.3819
H -3.8987 3.8083 -4.1442
H -2.4981 5.1359 -5.8142
H -0.1008 5.2200 -5.5579
H 2.6621 5.9574 -0.7319
H -0.8083 5.9250 -1.2183
O -2.5061 0.1749 6.1715
H -3.3048 0.4083 6.6506

Output
strongest force on any atom	2.269	eV Å⁻¹
E_tot	-142847.338	eV
E_LUMO	2.02	eV
E_HOMO	-0.10278	Ha
HOMO-LUMO gap	0.177	Ha
total charge	-1

Atomic partial charges in e from the Mulliken method, atoms 1 to 5:
1 C -1.30
2 C -0.04
3 C -0.79
4 C -0.09
5 C -0.86